A gas-phase ion, C4H8NO2 (charge -1) in a non-equilibrium geometry, computed with ωB97M-V/def2-TZVPD.

As for the structure (SMILES): CN(C=O)CC[O-]. The value obtained for the strongest force on any atom is 0.09910 Eh/bohr. Its total charge is -1. The value obtained for the energy above the lowest of the compared OMol25 structures with the same formula, charge and spin is 376.6 kJ/mol. The value obtained for the total energy is -9860.8833 eV.

Last column: Löwdin charge in e.
Geometry (Å):
1 C 0.423 0.072 -1.471  -0.38
2 N -0.091 0.484 -0.325  -0.15
3 C -1.518 0.871 -0.470  -0.05
4 C 0.580 0.296 0.902  -0.17
5 C 0.715 -1.311 1.065  -0.52
6 O 1.645 -1.388 1.960  -0.33
7 O -0.107 0.343 -2.557  -0.08
8 H 1.463 -0.354 -1.513  0.15
9 H -1.901 1.317 0.540  0.12
10 H -1.606 1.576 -1.275  0.05
11 H -2.139 0.117 -1.037  0.09
12 H 1.634 0.536 1.020  0.11
13 H 0.058 0.621 1.699  0.06
14 H 1.084 -1.553 0.142  0.04
15 H -0.242 -1.626 1.319  0.07